Record 1
Computed, not measured: C7H13F3O3PZn as an isolated structure at a distorted geometry, with wB97M-V/def2-TZVPD.

For the orbital gap, the calculation gives 2.20 eV. Its charge is +1.

Element x y z (Å)
C (2.112102, -2.605777, -2.221872)
C (0.776528, -2.392767, -1.960373)
C (0.432778, -1.293382, -0.954980)
C (0.511799, 0.065038, -1.830111)
O (-0.805715, 0.545868, -1.902867)
P (-1.841976, -0.022202, -0.608366)
C (-1.032655, 1.280212, 0.530728)
C (-0.177716, 0.766888, 1.678026)
O (-0.930954, 0.538840, 2.935311)
C (0.888740, 1.919455, 2.015334)
F (1.612823, 1.665684, 3.219380)
F (1.715588, 2.060792, 1.033164)
F (0.169632, 3.062301, 2.230520)
O (-0.792075, -1.345974, -0.269209)
H (2.754817, -2.968722, -1.401268)
H (2.536731, -2.370154, -3.207843)
H (-0.035031, -2.947796, -2.462758)
H (1.212554, -1.433125, -0.164903)
H (1.252136, 0.693584, -1.301690)
H (0.739635, -0.293239, -2.843757)
H (-2.718687, 1.051781, -1.069830)
H (-2.780532, -0.338972, 0.449109)
H (-2.592663, -0.853941, -1.535202)
H (-1.865189, 1.868363, 0.981634)
H (-0.489067, 2.020979, -0.087328)
H (0.444005, -0.124399, 1.493777)
H (-0.948902, -0.434144, 3.019676)
Zn (-0.148706, 1.884808, 4.235699)

Atoms 1-2, force components in eV/Å:
-0.5 0.0 0.2
-0.1 0.0 0.6

***

Record 2
Computed, not measured: a single C18H22N8O3 molecule, with wB97M-V/def2-TZVPD.

For the orbital gap, the calculation gives 8.13 eV. As for the SMILES: C[C@@](CO)(CNC(=O)c1cn2cnnc2cn1)NC(=O)Cc1cncn1C1CC1.

Element x y z (Å)
C (-1.805596, 1.379810, 1.560132)
C (-1.841732, -0.113094, 1.863137)
C (-2.755196, -0.391007, 3.089533)
O (-2.694235, 0.559292, 4.113719)
C (-2.448519, -0.928332, 0.692749)
N (-2.247082, -0.432450, -0.657195)
C (-1.060079, -0.244943, -1.246765)
O (0.025777, -0.523174, -0.751195)
C (-1.158698, 0.317330, -2.636162)
C (-0.035132, 0.420765, -3.373149)
N (-0.154128, 0.937697, -4.638127)
C (0.715228, 1.193334, -5.655256)
N (0.069782, 1.707586, -6.669983)
N (-1.247300, 1.796789, -6.355149)
C (-1.377861, 1.338126, -5.132554)
C (-2.511624, 1.185394, -4.282354)
N (-2.405098, 0.695637, -3.091584)
N (-0.478774, -0.627173, 2.079559)
C (0.268073, -0.494706, 3.184980)
O (-0.089861, 0.062024, 4.220201)
C (1.657702, -1.127512, 3.153568)
C (2.113848, -1.751532, 1.883182)
C (1.965344, -3.012610, 1.376899)
N (2.534822, -3.110789, 0.132196)
C (3.031308, -1.926516, -0.106792)
N (2.805880, -1.056152, 0.911928)
C (3.269575, 0.296210, 1.006301)
C (3.118681, 1.174585, -0.195095)
C (2.259012, 1.404788, 1.011125)
H (-2.809764, 1.759567, 1.361571)
H (-1.410037, 1.917997, 2.418776)
H (-1.173303, 1.584935, 0.695472)
H (-3.789766, -0.380432, 2.742847)
H (-2.535810, -1.403372, 3.455557)
H (-1.772653, 0.546152, 4.433091)
H (-2.076970, -1.955044, 0.758361)
H (-3.527127, -0.973339, 0.823055)
H (-3.041356, -0.087896, -1.175326)
H (0.934716, 0.113112, -3.018316)
H (1.772121, 0.996334, -5.605553)
H (-3.488226, 1.484224, -4.643444)
H (-0.027089, -1.019158, 1.260664)
H (2.344813, -0.351177, 3.491931)
H (1.647161, -1.876217, 3.947416)
H (1.479482, -3.852495, 1.847916)
H (3.566024, -1.628833, -0.994760)
H (4.158774, 0.419690, 1.612116)
H (3.916798, 1.866784, -0.420430)
H (2.630371, 0.725610, -1.047278)
H (1.218592, 1.124130, 0.927728)
H (2.459132, 2.260038, 1.640771)

Atoms 1-2, force components in eV/Å:
0.0 0.0 0.0
-0.1 0.1 0.0

***

Record 3
Computed, not measured: a 6-piece molecular cluster, C49H106N9O7 overall at a distorted geometry, with wB97M-V/def2-TZVPD.

For the orbital gap, the calculation gives 7.54 eV. Its charge is +1.

Element x y z (Å)
C (-0.252332, -5.977494, 1.272767)
C (0.807872, -5.368230, 0.265285)
C (1.037791, -6.333577, -0.980464)
C (0.874007, -5.622287, -2.376001)
C (-0.356603, -6.138612, -3.212833)
C (-1.645510, -5.359687, -2.683405)
C (-2.777381, -5.212624, -3.768015)
C (-2.913398, -3.787195, -4.412609)
C (-3.069160, -2.588435, -3.397771)
C (-3.784307, -2.941306, -2.061768)
N (-5.140818, -3.430958, -2.353255)
C (-5.520923, -4.392847, -1.585489)
C (-6.215738, -5.629875, -2.248346)
C (-5.406884, -4.443905, -0.034860)
N (-3.944902, -1.633349, -1.296449)
C (-2.773637, -0.850018, -1.324889)
N (-2.820022, 0.314962, -0.733886)
C (-4.012056, 0.885346, -0.075264)
C (-4.468477, 0.138759, 1.236017)
C (-3.731187, 2.396410, 0.300998)
C (-2.653217, 2.574222, 1.434961)
C (-1.305571, 3.267347, 0.949023)
N (-1.527402, -1.180849, -1.925259)
C (-0.592809, -1.808111, -0.973201)
O (-1.279532, -2.355281, 0.189670)
O (-0.483233, -2.020015, 1.282534)
C (-1.659655, -1.914819, -3.208230)
C (-1.428400, -0.960001, -4.466218)
C (0.001739, -1.283546, -5.065635)
C (1.141269, -0.854911, -4.087260)
C (1.004800, 0.281388, -3.214158)
C (2.065254, 0.676981, -2.309362)
C (3.269793, -0.115194, -2.278254)
C (3.431615, -1.277238, -3.183420)
C (2.357524, -1.631843, -4.078302)
H (-0.229787, -5.487255, 2.270674)
H (-0.089988, -7.078756, 1.365875)
H (-1.251903, -5.853972, 0.776232)
H (1.764221, -5.162801, 0.816199)
H (0.466467, -4.384719, -0.133850)
H (2.103839, -6.673834, -0.896484)
H (0.390668, -7.230049, -0.838098)
H (0.772751, -4.521385, -2.220365)
H (1.811391, -5.788109, -2.958147)
H (-0.231340, -6.059507, -4.316222)
H (-0.507327, -7.214706, -2.931578)
H (-1.372420, -4.411399, -2.162756)
H (-2.067172, -6.027195, -1.878822)
H (-2.502135, -5.912582, -4.604447)
H (-3.785583, -5.532570, -3.425521)
H (-3.800328, -3.761336, -5.095189)
H (-2.027315, -3.581600, -5.072269)
H (-3.715628, -1.822597, -3.909879)
H (-3.197605, -3.607503, -1.376636)
H (-5.482523, -6.471105, -2.097710)
H (-7.130319, -5.923685, -1.685274)
H (-6.366790, -5.477418, -3.336245)
H (-6.395678, -4.826628, 0.336873)
H (-4.663992, -5.221933, 0.290840)
H (-5.254668, -3.458671, 0.457001)
H (-4.010034, -1.941928, -0.315513)
H (-1.974559, 0.893750, -0.737102)
H (-4.831976, 0.905782, -0.835643)
H (-3.845817, -0.777828, 1.398068)
H (-5.508705, -0.242615, 1.043123)
H (-4.546990, 0.786999, 2.133592)
H (-3.519446, 3.015405, -0.604487)
H (-4.705250, 2.769004, 0.715525)
H (-3.108680, 3.228581, 2.223987)
H (-2.361733, 1.631423, 1.955649)
H (-0.932286, 3.867858, 1.817042)
H (-1.474680, 3.885881, 0.042451)
H (-0.553348, 2.450770, 0.811152)
H (0.060535, -0.987505, -0.568059)
H (0.105157, -2.543715, -1.435653)
H (-0.816356, -1.144757, 1.567532)
H (-0.892987, -2.721841, -3.332383)
H (-2.151735, -1.259313, -5.269218)
H (-1.541100, 0.116953, -4.214072)
H (0.131934, -0.846246, -6.090734)
H (0.112361, -2.394935, -5.197079)
H (0.070476, 0.875631, -3.227290)
H (1.960876, 1.548285, -1.632831)
H (4.106518, 0.137696, -1.592385)
H (4.343862, -1.905408, -3.196935)
H (2.477151, -2.489876, -4.767019)
C (7.552490, -3.718939, 1.262007)
C (6.403537, -2.736520, 1.462436)
C (5.652067, -2.397952, 0.161863)
O (6.333486, -1.476678, -0.684222)
C (7.310109, -2.064161, -1.528750)
N (6.917146, -1.530714, 2.121168)
H (8.418948, -3.258054, 0.786645)
H (7.888282, -4.109447, 2.224254)
H (7.239222, -4.570113, 0.652039)
H (5.685631, -3.213298, 2.137821)
H (4.713123, -1.905836, 0.435260)
H (5.376202, -3.304469, -0.392158)
H (7.012020, -3.059214, -1.871744)
H (8.275360, -2.110325, -1.021133)
H (7.429399, -1.418541, -2.400294)
H (6.136347, -0.914666, 2.334305)
H (7.452380, -1.010530, 1.428004)
C (2.176735, 3.795900, 3.494514)
C (2.662927, 4.009358, 2.064706)
C (4.191985, 4.152108, 1.950860)
O (4.688942, 5.420242, 2.339556)
C (4.889657, 5.579603, 3.733240)
N (1.967676, 5.167748, 1.494966)
H (2.217149, 4.708495, 4.089852)
H (1.136234, 3.461167, 3.495319)
H (2.769548, 3.029658, 4.000621)
H (2.375107, 3.120988, 1.489856)
H (4.461088, 4.046210, 0.895258)
H (4.712042, 3.348140, 2.487931)
H (5.226264, 4.653208, 4.208426)
H (3.976815, 5.943254, 4.210517)
H (5.658885, 6.340093, 3.874189)
H (2.227427, 5.255812, 0.515193)
H (2.365945, 6.003932, 1.926825)
C (-0.307245, 7.708159, 2.237949)
C (0.377987, 8.475823, 3.362338)
C (-0.190052, 9.890804, 3.577546)
O (0.242650, 10.846739, 2.622362)
C (-0.498418, 10.854456, 1.415160)
N (1.823096, 8.503188, 3.103966)
H (-0.013593, 8.061175, 1.248324)
H (-0.040167, 6.650952, 2.290925)
H (-1.396046, 7.779082, 2.316912)
H (0.208402, 7.913604, 4.287028)
H (0.177637, 10.256227, 4.541202)
H (-1.285375, 9.878514, 3.645559)
H (-1.557047, 10.635100, 1.581729)
H (-0.071553, 10.147075, 0.700406)
H (-0.416388, 11.851208, 0.979575)
H (2.291805, 8.937586, 3.896318)
H (1.981391, 9.160902, 2.342517)
C (-8.751552, -10.962951, -4.421626)
C (-9.070774, -9.474601, -4.330184)
C (-7.823877, -8.574306, -4.405396)
O (-7.068771, -8.516059, -3.202000)
C (-6.151687, -9.583667, -3.029803)
N (-9.845143, -9.227355, -3.108940)
H (-8.314573, -11.354553, -3.502200)
H (-9.662402, -11.534147, -4.608820)
H (-8.060293, -11.166294, -5.243401)
H (-9.702561, -9.226896, -5.188960)
H (-8.161837, -7.549088, -4.586299)
H (-7.182066, -8.845585, -5.252830)
H (-5.715016, -9.907259, -3.978581)
H (-6.634325, -10.424081, -2.527286)
H (-5.347162, -9.232019, -2.380567)
H (-10.133312, -8.251920, -3.094147)
H (-9.202792, -9.301161, -2.321941)
C (6.601408, 9.765390, 4.365386)
C (5.555910, 10.632247, 5.059021)
C (5.915337, 10.980365, 6.514627)
O (5.696914, 9.925121, 7.438928)
C (6.752145, 8.982650, 7.521287)
N (4.250219, 9.968861, 4.968550)
H (6.577390, 8.728908, 4.704708)
H (6.426883, 9.751231, 3.287677)
H (7.607944, 10.156926, 4.531122)
H (5.498199, 11.573624, 4.503667)
H (5.255684, 11.791055, 6.837850)
H (6.940750, 11.361388, 6.595407)
H (7.731905, 9.450870, 7.392327)
H (6.611723, 8.186619, 6.786184)
H (6.715058, 8.525824, 8.511200)
H (3.541150, 10.589217, 5.353793)
H (4.263730, 9.184651, 5.619527)

Atoms 1-2, force components in eV/Å:
0.1 0.3 -1.1
-0.2 -0.4 0.2

***

Record 4
Computed, not measured: C54H59AsN7NaO5 as an isolated structure at a distorted geometry, with wB97M-V/def2-TZVPD.

For the orbital gap, the calculation gives 5.33 eV. Its charge is -2.

Element x y z (Å)
Na (-0.731467, 0.300043, 1.031170)
C (0.679284, -1.403104, -3.449173)
C (0.427051, -0.287041, -4.453606)
C (-0.797833, 0.552212, -4.156114)
C (-1.036108, 1.727350, -4.870012)
C (-2.179801, 2.453902, -4.598016)
C (-3.043076, 2.001871, -3.609677)
C (-2.718837, 0.830300, -2.948343)
N (-1.634888, 0.109629, -3.229833)
N (1.345093, -0.983189, -2.229461)
C (2.735148, -0.618507, -2.428080)
C (3.218383, 0.444496, -1.460050)
C (4.370328, 0.258431, -0.708820)
C (4.713229, 1.210087, 0.239170)
C (3.892845, 2.308692, 0.405141)
C (2.791314, 2.436567, -0.432491)
N (2.469831, 1.542989, -1.361494)
C (1.107502, -1.984540, -1.185522)
C (1.926916, -1.808009, 0.068148)
C (2.992266, -2.659622, 0.348194)
C (3.712956, -2.478750, 1.518557)
C (3.352071, -1.450489, 2.370984)
C (2.267935, -0.653627, 2.021295)
N (1.571486, -0.834205, 0.906694)
H (1.251790, -2.213428, -3.944402)
H (-0.288432, -1.815030, -3.160188)
H (1.290893, 0.379413, -4.521631)
H (0.303645, -0.731542, -5.447484)
H (-0.323874, 2.066314, -5.614085)
H (-2.381670, 3.379130, -5.124204)
H (-3.924991, 2.562125, -3.329164)
H (-3.335745, 0.458503, -2.137435)
H (2.841882, -0.216092, -3.437650)
H (3.408701, -1.491418, -2.367087)
H (4.955035, -0.645135, -0.826889)
H (5.585272, 1.069300, 0.867441)
H (4.077987, 3.044062, 1.176478)
H (2.129621, 3.289224, -0.341787)
H (1.312452, -2.998333, -1.579388)
H (0.052772, -1.936879, -0.901945)
H (3.237856, -3.458575, -0.340869)
H (4.540730, -3.136446, 1.759047)
H (3.887277, -1.270870, 3.294532)
H (1.920665, 0.161107, 2.649774)
O (-1.868297, 3.187591, 5.441641)
C (-0.851337, 3.940279, 5.019435)
C (-0.609853, 5.162320, 5.657498)
C (0.457263, 5.959960, 5.282763)
C (1.302294, 5.565251, 4.250935)
C (1.045923, 4.369073, 3.595402)
C (-0.011471, 3.543374, 3.954796)
C (-0.163800, 2.229976, 3.225766)
O (0.565048, 1.983612, 2.239899)
N (-1.063633, 1.427865, 3.802822)
N (-1.129653, 0.168750, 3.242568)
C (-1.804057, -0.692382, 3.896789)
C (-1.881176, -2.111064, 3.548745)
C (-2.318060, -2.980664, 4.547652)
C (-2.303740, -4.360943, 4.411182)
C (-1.802104, -4.892491, 3.220154)
C (-1.387267, -4.066897, 2.197288)
C (-1.467156, -2.638490, 2.268175)
O (-1.219240, -1.918816, 1.250155)
H (-1.799651, 2.325541, 4.871446)
H (-1.277954, 5.458514, 6.457278)
H (0.628688, 6.898237, 5.800486)
H (2.141123, 6.185232, 3.956234)
H (1.666423, 4.031427, 2.773157)
H (-2.283616, -0.392406, 4.836631)
H (-2.660410, -2.544380, 5.483135)
H (-2.647757, -5.003945, 5.212107)
H (-1.741047, -5.969886, 3.093779)
H (-1.003159, -4.483803, 1.271610)
C (-4.615256, -0.443773, 0.604983)
C (-4.338789, -1.933506, 0.417731)
As (-3.099281, -2.286558, -1.067425)
C (-4.511872, -2.216148, -2.477308)
C (-3.983568, -2.556238, -3.869103)
C (-3.124191, -4.261106, -0.883579)
C (-1.951080, -4.929170, -1.598036)
H (-5.199920, -0.264803, 1.510894)
H (-5.180170, -0.029735, -0.235684)
H (-3.695021, 0.136145, 0.693809)
H (-5.263591, -2.491060, 0.235343)
H (-3.870441, -2.347055, 1.312546)
H (-4.931459, -1.206397, -2.471563)
H (-5.317649, -2.900343, -2.191965)
H (-3.166569, -1.886747, -4.145866)
H (-4.763576, -2.474276, -4.632258)
H (-3.597861, -3.578910, -3.903348)
H (-4.080994, -4.635477, -1.259985)
H (-3.077216, -4.477662, 0.185227)
H (-1.893349, -4.632958, -2.648766)
H (-2.022110, -6.020756, -1.563152)
H (-1.007009, -4.638471, -1.131885)
C (-1.370341, 9.367047, 2.998798)
C (-2.443577, 8.440624, 2.484852)
C (-3.765364, 8.677850, 2.837838)
C (-4.761053, 7.798800, 2.433257)
C (-4.441171, 6.728098, 1.626751)
C (-3.120274, 6.489776, 1.221353)
N (-2.935243, 5.387879, 0.382452)
C (-1.963389, 5.210640, -0.590727)
C (-1.548121, 6.281992, -1.391554)
C (-0.592716, 6.101475, -2.376199)
C (-0.048351, 4.843478, -2.602741)
C (-0.498057, 3.768888, -1.846931)
C (-1.455768, 3.921999, -0.851833)
C (-1.941271, 2.670639, -0.118561)
O (-2.933661, 2.792069, 0.644987)
O (-1.339936, 1.605841, -0.374076)
C (-2.096461, 7.327310, 1.703308)
C (-0.638022, 7.011762, 1.501052)
H (-1.817239, 10.205115, 3.535196)
H (-0.759069, 9.765403, 2.185448)
H (-0.697699, 8.846871, 3.684874)
H (-4.007294, 9.531864, 3.461141)
H (-5.788753, 7.960727, 2.737320)
H (-5.207501, 6.048954, 1.273329)
H (-3.270658, 4.466721, 0.714436)
H (-1.978948, 7.260917, -1.214656)
H (-0.277229, 6.949266, -2.975650)
H (0.706495, 4.695638, -3.366327)
H (-0.104100, 2.769331, -1.998633)
H (-0.204157, 7.559213, 0.659336)
H (-0.480869, 5.951694, 1.317948)
H (-0.077055, 7.265671, 2.398252)

Atoms 1-2, force components in eV/Å:
0.7 -0.8 0.3
0.0 -0.1 -0.1